1.
{
  "formula": "C5H38N2O12",
  "method": "wB97M-V/def2-TZVPD",
  "total_energy_ev": -33346.5452,
  "mol_weight_da": 318.4,
  "multiplicity": 1,
  "symbols": ["C", "N", "C", "C", "C", "C", "N", "H", "H", "H", "H", "H", "H", "H", "H", "H", "H", "H", "H", "H", "H", "H", "H", "O", "H", "H", "O", "H", "H", "O", "H", "H", "O", "H", "H", "O", "H", "H", "O", "H", "H", "O", "H", "H", "O", "H", "H", "O", "H", "H", "O", "H", "H", "O", "H", "H", "O"],
  "xyz": [[-1.47119, 1.72343, 0.12256], [-0.15833, 1.31227, 0.45195], [0.99644, -2.11417, 0.91989], [0.07302, -1.14907, 0.24939], [0.46784, 0.13778, -0.40947], [-0.09350, 0.08557, -1.90086], [0.20277, -1.20169, -2.65846], [-1.74239, 2.46324, 0.96386], [-1.46758, 2.29615, -0.95994], [-2.27255, 0.97389, 0.13099], [0.06653, 1.07995, 1.54564], [0.73043, -2.91684, 1.58859], [1.89352, -2.54187, 0.43426], [1.69568, -1.55517, 1.55209], [-0.66841, -0.87012, 1.05833], [-0.53715, -1.73474, -0.52742], [1.61189, 0.38620, -0.42719], [0.31134, 0.97200, -2.37375], [-1.12812, 0.23952, -2.08859], [-0.46613, -1.91913, -2.83773], [1.03588, -1.53783, -2.53640], [-3.75875, 1.17694, 1.90061], [-4.50943, 0.09085, 1.11260], [-3.92169, 0.85425, 1.03887], [-2.57643, -2.18252, -2.45422], [-3.15897, -1.40720, -3.58401], [-3.09004, -1.45551, -2.59815], [-2.28251, 2.06230, 3.54762], [-2.25710, 0.65903, 4.15868], [-2.53524, 1.14574, 3.39586], [3.70085, 3.22924, 0.04236], [3.99196, 1.93228, -0.64613], [4.36490, 2.66378, -0.24961], [1.92869, -2.44445, -4.24665], [1.66330, -3.39934, -3.08008], [2.27781, -2.72212, -3.50476], [3.07155, 0.63242, 2.69333], [3.23971, 1.99110, 2.34330], [2.86707, 1.37005, 2.97862], [1.91427, 2.48788, -0.75829], [0.74739, 3.30785, -0.20932], [1.54459, 3.34795, -0.74251], [-3.13243, -1.53373, -0.37493], [-3.98256, -2.36936, -1.06238], [-3.69135, -2.30825, -0.14270], [0.82056, 0.04589, 2.93129], [1.09616, -0.78276, 4.20836], [0.43936, -0.61898, 3.51492], [0.29518, 4.43869, 1.59087], [0.15597, 3.84055, 3.01638], [-0.12950, 3.74708, 2.09918], [-1.51465, -3.72415, 0.01678], [-2.10429, -4.91446, -0.61593], [-1.87007, -3.99503, -0.85242], [4.61246, -0.65008, -2.63415], [3.30172, -1.30700, -3.06064], [3.68510, -0.70275, -2.28751]],
  "atomic_forces_ev_per_a": [[-1.2, 2.2, -0.6], [3.7, -2.1, 1.2], [4.1, 0.4, 0.6], [-3.1, -2.3, 0.3], [-0.2, 1.6, 0.5], [1.2, -0.9, -0.3], [-4.6, 4.6, -0.2], [0.1, -0.8, -1.7], [0.0, -1.2, 2.6], [0.6, 0.2, -0.3], [-1.3, 0.9, -3.8], [-1.3, 0.0, 0.0], [-0.9, -0.2, -1.5], [-0.5, 0.6, 0.7], [0.6, -0.3, -0.9], [0.7, 0.7, 1.2], [-1.9, -0.9, -0.1], [0.7, -0.1, -0.7], [-1.2, 0.0, 1.0], [-0.7, 0.2, 0.5], [5.6, -2.0, 1.0], [0.3, 0.2, 1.6], [0.1, 0.2, 0.1], [-1.4, -0.8, -1.7], [2.4, -3.4, 0.8], [0.0, 0.1, 1.3], [-2.2, 3.1, -2.4], [0.1, -0.1, 0.1], [0.3, -0.5, 0.6], [-0.3, 0.7, -0.5], [-2.0, 1.5, 0.4], [-1.3, -2.4, -1.4], [3.4, 0.8, 0.9], [-3.2, 2.0, -6.0], [1.3, 1.4, -1.0], [2.2, -4.1, 6.4], [3.3, -11.6, -4.3], [-0.1, 0.1, 0.1], [-3.2, 11.4, 4.1], [0.0, -1.4, 0.1], [-0.1, -0.8, 0.1], [0.1, 2.1, -0.3], [-0.1, -0.2, 1.2], [-0.7, -0.8, 0.2], [0.1, 1.6, -0.6], [0.2, 0.0, 0.3], [-0.2, 0.2, -0.3], [-0.1, -0.1, 0.5], [0.2, 0.3, 0.1], [0.2, 0.2, -0.3], [-0.3, -0.2, 0.5], [-0.3, 0.5, -0.7], [-0.1, 0.5, -0.6], [0.8, -1.3, 0.8], [-1.0, 0.2, 0.8], [0.7, 1.6, 2.8], [0.5, -1.6, -3.2]],
  "mulliken_charge": [-1.20, 0.77, -1.42, 0.79, 0.69, -1.42, -0.42, 0.30, 0.17, 0.48, -0.11, 0.43, 0.31, 0.17, 0.28, -0.51, -0.15, 0.39, 0.48, 0.18, 0.31, 0.29, 0.30, -0.61, 0.20, 0.30, -0.66, 0.29, 0.26, -0.61, 0.35, 0.29, -0.62, 0.30, 0.30, -0.69, 0.24, 0.32, -0.54, 0.24, 0.30, -0.69, 0.26, 0.40, -0.62, 0.08, 0.33, -0.55, 0.26, 0.27, -0.53, 0.27, 0.30, -0.58, 0.30, 0.31, -0.59]
}



2.
{
  "formula": "C5H38O16",
  "method": "wB97M-V/def2-TZVPD",
  "total_energy_ev": -38558.6070,
  "mol_weight_da": 354.3,
  "multiplicity": 1,
  "symbols": ["C", "O", "C", "C", "C", "C", "O", "H", "H", "H", "H", "H", "H", "H", "H", "H", "H", "H", "H", "O", "H", "H", "O", "H", "H", "O", "H", "H", "O", "H", "H", "O", "H", "H", "O", "H", "H", "O", "H", "H", "O", "H", "H", "O", "H", "H", "O", "H", "H", "O", "H", "H", "O", "H", "H", "O", "H", "H", "O"],
  "xyz": [[-0.71089, -0.88030, 1.05203], [-1.66279, -0.08509, 0.34220], [0.53803, -0.05014, 0.94707], [1.71242, -0.65932, 1.79741], [2.39049, -2.02667, 1.33607], [3.07284, -1.99212, -0.01164], [2.59952, -1.39059, -0.93881], [-0.56470, -1.87685, 0.58035], [-1.05817, -0.84184, 2.08017], [-1.34577, 0.17506, -0.52103], [0.43290, 0.93847, 1.60930], [0.67883, 0.24574, -0.19096], [1.43016, -0.74869, 2.89138], [2.36638, 0.12818, 1.56714], [1.52336, -2.70108, 1.58364], [3.14353, -2.38364, 2.00769], [4.09968, -2.11781, -0.01178], [-2.20657, 0.68014, 3.87387], [-1.46080, 1.95050, 4.33054], [-1.54491, 0.97737, 4.29914], [1.40465, -4.30228, 0.12075], [1.48827, -4.60805, -1.31105], [2.00498, -4.74189, -0.49692], [1.47881, -0.52890, -2.26471], [0.93323, 0.99938, -2.16842], [0.79886, 0.13772, -2.58412], [-3.28419, -1.93804, 0.03956], [-4.53139, -2.71662, 0.55921], [-3.64584, -2.35921, 0.79393], [-0.24892, -1.02750, -3.60691], [-0.40379, -2.20515, -4.62897], [-0.50779, -1.94234, -3.80431], [0.49130, -3.10787, -2.79810], [1.87705, -2.75376, -2.10892], [1.29423, -3.49787, -2.52490], [1.00389, 3.73055, 2.79660], [1.69706, 2.70158, 1.93094], [1.06332, 3.51916, 1.90036], [-1.13360, 3.05676, 1.60694], [-2.20981, 2.09287, 1.05478], [-1.96010, 2.98284, 1.17898], [-2.42927, -2.52760, -1.69583], [-2.72847, -1.16857, -2.47110], [-3.01851, -1.76716, -1.73991], [-0.55162, 2.63757, -1.96008], [-0.43979, 2.64125, -0.47367], [0.04989, 2.37936, -1.28943], [-3.32824, -1.32441, 3.40829], [-3.24563, -0.52883, 2.16270], [-3.33389, -0.54167, 3.04235], [3.78554, 3.30427, 1.24679], [2.71476, 3.12005, 0.19118], [3.15251, 2.63656, 1.02380], [-2.09181, 3.85274, -2.04582], [-2.86814, 2.85068, -2.95915], [-1.93845, 3.32327, -2.79361], [1.39532, 4.28983, 0.23385], [1.20501, 3.66209, -1.23172], [1.76942, 4.11968, -0.67787]],
  "atomic_forces_ev_per_a": [[0.4, 1.7, -1.1], [-1.8, -0.2, 0.4], [0.7, 0.8, 1.3], [0.1, -0.7, -1.3], [-2.1, -0.2, 0.9], [-2.5, 1.9, 1.6], [-0.7, -0.1, -1.5], [-0.4, 0.4, 0.6], [0.0, -0.8, 0.0], [0.4, -0.2, -0.3], [-0.5, -1.8, -1.9], [0.5, -0.8, 2.7], [0.3, 0.3, -1.4], [1.9, 1.0, 0.9], [0.9, -0.1, -1.2], [0.5, 0.2, 0.8], [2.4, -1.3, 0.0], [-8.0, -3.0, -5.1], [-0.6, -1.1, -0.3], [8.8, 4.2, 5.4], [0.3, -0.3, 0.3], [0.5, 0.0, -0.4], [-0.3, -0.1, 0.9], [-1.0, 1.6, -0.2], [0.1, -0.3, 0.2], [0.7, -1.6, -0.1], [0.2, 0.9, -1.5], [1.1, 0.5, 0.0], [-1.5, -1.4, 1.8], [0.4, 0.0, -0.4], [0.9, -1.3, -6.0], [-1.6, 1.5, 6.4], [-1.5, 1.2, -0.8], [-1.7, -2.0, -1.2], [3.0, 1.0, 1.2], [-0.4, 1.0, 2.3], [-0.9, 2.1, -0.7], [0.2, -2.3, -1.1], [1.6, -0.3, 0.9], [0.0, -1.9, 0.1], [-1.2, 2.1, -1.1], [0.2, 0.2, -0.5], [0.0, -1.2, 0.9], [0.0, 0.8, -0.9], [-1.3, 0.2, -1.7], [0.5, -0.4, -0.4], [0.2, -0.3, 1.9], [0.0, -6.5, 2.3], [0.3, -0.8, -5.2], [-0.6, 7.1, 2.8], [0.8, 0.4, 0.6], [0.7, -1.3, 1.5], [-0.5, 0.0, -2.4], [-0.6, 1.4, 1.7], [3.1, 1.6, 0.5], [-2.9, -2.6, -2.3], [-0.1, -0.4, -1.5], [-2.2, -1.6, -1.3], [2.9, 2.8, 3.0]],
  "mulliken_charge": [-0.95, -0.34, 1.77, -1.34, -0.83, 0.08, -0.62, 0.23, 0.48, 0.21, -0.38, -0.47, 0.42, 0.51, 0.22, 0.45, 0.47, 0.34, 0.30, -0.54, 0.31, 0.41, -0.69, 0.46, 0.20, -0.64, 0.39, 0.28, -0.61, 0.36, 0.22, -0.61, 0.44, 0.36, -0.74, 0.26, 0.34, -0.60, 0.27, 0.35, -0.69, 0.33, 0.27, -0.68, 0.47, 0.18, -0.48, 0.26, 0.32, -0.67, 0.28, 0.46, -0.72, 0.32, 0.34, -0.70, 0.39, 0.39, -0.82]
}



3.
{
  "formula": "C5H39NO15",
  "method": "wB97M-V/def2-TZVPD",
  "total_energy_ev": -38016.4801,
  "mol_weight_da": 353.4,
  "multiplicity": 1,
  "symbols": ["C", "C", "O", "C", "N", "C", "C", "O", "H", "H", "H", "H", "H", "H", "H", "H", "H", "H", "H", "H", "H", "H", "H", "O", "H", "H", "O", "H", "H", "O", "H", "H", "O", "H", "H", "O", "H", "H", "O", "H", "H", "O", "H", "H", "O", "H", "H", "O", "H", "H", "O", "H", "H", "O", "H", "H", "O", "H", "H", "O"],
  "xyz": [[-3.69339, -2.01973, 0.98146], [-3.65683, -0.53671, 1.58552], [-3.10518, 0.35095, 0.62541], [-2.47806, -2.89999, 1.40440], [-1.18737, -2.26790, 1.02862], [-0.01058, -3.18895, 1.04429], [1.23393, -2.54232, 1.59678], [1.68640, -1.39178, 0.90289], [-3.54539, -2.01168, -0.19481], [-4.75514, -2.42663, 0.84800], [-4.78728, -0.20081, 1.79819], [-2.98205, -0.51610, 2.45829], [-2.82270, -0.12538, -0.18456], [-2.53728, -3.83055, 0.85002], [-2.39458, -3.11260, 2.43878], [-1.15254, -1.36873, 1.49331], [0.16550, -3.68486, -0.15029], [-0.19190, -4.09547, 1.70420], [2.16159, -3.03538, 1.69625], [1.17018, -1.99232, 2.55552], [1.49862, -1.40318, -0.13715], [0.16025, 1.40781, -4.35976], [1.20941, 1.38383, -5.32647], [1.12689, 1.26545, -4.39758], [2.60202, 0.78244, 1.24094], [3.55779, 1.95909, 0.83358], [3.38942, 1.29628, 1.48988], [1.97303, 2.35780, -1.24810], [1.90501, 1.95934, -2.79324], [2.43579, 2.23494, -2.07678], [-2.88769, 1.74336, -2.47350], [-1.82677, 2.58401, -2.13604], [-2.42505, 2.53670, -2.85183], [-1.84074, 1.40232, 5.03387], [-2.72951, 2.21683, 3.75902], [-2.08223, 1.53389, 4.07383], [4.75833, 3.04532, -0.56152], [4.42116, 2.11925, -1.66091], [4.79876, 2.09260, -0.86978], [0.07314, 3.14661, -0.06585], [-0.34397, 1.87769, 0.31361], [0.03101, 2.31840, -0.54961], [1.95236, -0.19797, -2.56871], [3.21179, -0.61381, -2.14959], [2.63801, -0.82059, -2.88049], [-1.82868, -0.65805, -4.54623], [-1.55780, 0.64514, -3.88351], [-2.18043, 0.21886, -4.59122], [-0.75969, 2.17959, 2.30772], [-2.02477, 1.79870, 1.56670], [-1.20392, 2.30604, 1.56275], [1.05516, 1.02736, 3.67569], [2.07290, 2.03639, 3.68948], [1.28778, 1.81037, 4.12156], [-1.04907, -1.46004, -0.76388], [-0.66396, -1.91675, -2.22009], [-0.48391, -1.26103, -1.54137], [4.22856, -0.68944, -0.00299], [4.13027, -1.78842, -1.21293], [4.25337, -1.58020, -0.28174]],
  "atomic_forces_ev_per_a": [[0.0, 0.5, -2.5], [-2.0, -1.4, -1.1], [0.3, 0.4, -0.6], [-0.1, 0.3, -1.2], [-0.7, -0.5, -0.8], [-0.3, -1.5, -1.4], [0.5, 2.7, 0.1], [-1.2, 1.8, -4.6], [0.1, 0.8, 1.9], [1.5, 0.0, 1.5], [2.7, -0.6, -0.1], [-0.8, 0.1, 0.1], [-0.3, 0.3, 0.9], [-0.1, -0.3, 0.1], [-0.6, -0.4, 1.3], [1.0, -0.2, 0.2], [-0.3, 1.6, 3.5], [-0.1, 0.9, -0.8], [0.4, -2.3, 0.0], [-1.1, -1.3, 0.4], [0.5, -0.4, 3.3], [0.5, 0.0, 0.5], [0.9, 0.1, -1.4], [-1.6, 0.1, 0.8], [0.4, 0.2, -0.2], [0.1, 0.1, -0.9], [-0.6, -0.8, 1.2], [-1.0, -0.3, -0.3], [-1.5, -0.3, -1.1], [2.2, 0.6, 1.0], [-0.2, 0.9, -1.2], [1.9, 1.0, 1.4], [-1.5, -1.9, 0.0], [-1.2, 1.2, -1.6], [1.0, -0.8, 1.8], [0.2, -0.4, 0.0], [0.3, -1.7, -0.7], [-3.0, 0.1, -5.5], [2.9, 1.8, 6.2], [0.2, 0.9, -0.6], [0.5, 0.3, -2.1], [-0.3, -1.0, 1.6], [-0.3, -0.4, -1.0], [1.1, -0.1, 0.3], [-0.9, 0.6, 0.6], [0.1, -1.2, -0.4], [-2.1, -0.6, -1.8], [1.9, 1.7, 2.2], [2.7, -0.9, 5.5], [0.1, -0.3, -0.1], [-3.1, 1.1, -4.5], [-0.7, -1.7, -0.7], [2.2, 0.8, -1.0], [-1.5, 0.8, 1.5], [0.4, -0.5, -0.1], [0.0, -0.1, 0.1], [-0.1, 0.5, -0.1], [-0.1, 1.8, -0.2], [0.1, 0.7, 0.3], [0.3, -2.6, 0.0]],
  "mulliken_charge": [-0.60, -0.24, -0.49, -1.03, 0.17, -0.17, -0.94, -0.24, 0.20, 0.41, 0.24, 0.27, 0.19, 0.50, 0.46, 0.03, 0.17, 0.37, 0.31, 0.30, 0.23, 0.31, 0.25, -0.57, 0.27, 0.29, -0.61, 0.35, 0.28, -0.50, 0.31, 0.35, -0.66, 0.28, 0.32, -0.60, 0.31, 0.30, -0.61, 0.23, 0.49, -0.68, 0.14, 0.32, -0.59, 0.32, 0.24, -0.58, 0.30, 0.24, -0.66, 0.27, 0.32, -0.62, 0.19, 0.21, -0.42, 0.33, 0.30, -0.56]
}



4.
{
  "formula": "C5H39NO15",
  "method": "wB97M-V/def2-TZVPD",
  "total_energy_ev": -38017.7094,
  "mol_weight_da": 353.4,
  "multiplicity": 1,
  "symbols": ["C", "N", "C", "O", "C", "C", "C", "O", "H", "H", "H", "H", "H", "H", "H", "H", "H", "H", "H", "H", "H", "H", "H", "O", "H", "H", "O", "H", "H", "O", "H", "H", "O", "H", "H", "O", "H", "H", "O", "H", "H", "O", "H", "H", "O", "H", "H", "O", "H", "H", "O", "H", "H", "O", "H", "H", "O", "H", "H", "O"],
  "xyz": [[-0.75034, 0.62098, 0.40497], [-0.96806, 0.76239, -1.04488], [-1.45453, 2.11603, -1.40630], [-2.79731, 2.34035, -0.89100], [-1.77836, -0.31032, 1.08169], [-1.29091, -1.73687, 1.34487], [-1.02441, -2.14922, 2.90394], [-2.43800, -2.62364, 0.95847], [0.28592, 0.31141, 0.69372], [-0.83790, 1.59928, 0.95235], [-0.07824, 0.62688, -1.58133], [-1.10102, 2.96793, -0.99189], [-1.65140, 2.16508, -2.52999], [-3.44075, 1.43543, -0.94470], [-2.96677, -0.14726, 0.55317], [-2.03421, 0.06108, 1.96874], [-0.37405, -2.02372, 0.66055], [-2.01189, -2.15752, 3.44408], [-0.41053, -1.24238, 3.40044], [-0.38876, -3.04310, 3.02687], [-3.31428, -2.49226, 1.27222], [-1.83715, -2.02910, -2.70444], [-0.68051, -3.32306, -2.74443], [-1.09287, -2.48332, -3.20866], [0.35521, 0.64560, 3.81737], [-0.31472, 0.07932, 5.18187], [0.50398, 0.15093, 4.66722], [2.89786, -0.80656, -1.94569], [2.12850, -1.68875, -2.86947], [2.61044, -1.73167, -2.07167], [3.20119, -0.04004, 1.52739], [3.49922, 1.40558, 1.52275], [3.81505, 0.64460, 1.01233], [1.89261, 3.91194, -0.22975], [0.48136, 4.05200, 0.43765], [1.34307, 3.83304, 0.53486], [-2.14514, -0.55613, -1.37155], [-2.81692, -1.87592, -0.97747], [-2.84307, -1.18714, -1.67925], [2.55076, 0.96448, -1.75670], [3.79636, 0.91803, -0.83228], [3.52751, 0.80038, -1.76889], [-2.00483, 4.71384, 1.42078], [-2.56523, 3.84818, 0.38874], [-1.81142, 4.53719, 0.47736], [0.11048, -1.38765, -3.62052], [0.94196, -1.04706, -4.79586], [0.85829, -0.81504, -3.90601], [1.50721, 2.18047, -3.27724], [1.03758, 0.73919, -3.09528], [1.18533, 1.50824, -2.70619], [2.83962, -1.80628, 0.07299], [3.08444, -2.30806, 1.57351], [2.48033, -1.77013, 1.00943], [1.72062, 2.68970, 2.99204], [1.36884, 2.45058, 1.52871], [1.70253, 2.00764, 2.29746], [-0.62926, -5.26329, 1.13571], [-1.04923, -4.05017, 0.47510], [-0.82423, -4.99212, 0.21209]],
  "atomic_forces_ev_per_a": [[0.1, 0.7, 1.4], [1.2, 1.3, -0.3], [-4.1, -3.5, -2.7], [-3.0, -4.0, 0.5], [-1.4, -0.3, -3.6], [-1.4, -2.0, 0.5], [1.0, 3.6, -0.5], [2.7, -1.0, -1.8], [-0.7, -0.1, -0.6], [-0.1, -0.5, -0.9], [-1.3, 0.2, 1.0], [2.7, 2.3, 1.0], [1.3, -0.1, 1.3], [2.9, 3.6, -0.1], [3.7, -1.1, 1.1], [-0.6, 1.8, 4.0], [-1.9, 0.4, 1.3], [1.0, -0.4, -0.6], [-1.2, -2.3, -1.1], [-0.7, 0.3, -0.2], [-0.6, 1.0, 1.0], [0.6, -0.9, 0.0], [-1.7, 2.8, -1.0], [1.2, -2.0, 0.9], [0.0, -0.5, 1.3], [0.2, 0.3, -0.6], [0.0, 0.6, -0.7], [0.5, -0.2, -0.1], [-1.0, 0.0, -1.4], [1.0, -0.2, 2.0], [1.8, 1.3, -2.2], [0.3, 0.4, -0.3], [-1.9, -1.5, 2.3], [-0.1, 0.2, -0.9], [-4.3, 1.4, -1.3], [4.0, -1.2, 1.6], [-0.1, 0.2, -0.4], [-0.2, 0.3, -0.3], [0.1, -0.6, 0.6], [1.1, 0.4, -0.2], [-0.1, -0.3, -0.2], [-0.6, 0.3, 0.7], [0.7, 0.5, -0.5], [1.7, 1.1, -0.9], [-2.2, -1.6, 1.4], [-0.4, -0.2, 0.4], [0.4, -0.3, -2.4], [-0.4, 0.3, 1.6], [0.4, 0.4, -1.0], [-0.8, -5.5, -3.9], [0.3, 5.5, 4.3], [-0.6, -0.2, 1.3], [-0.6, 0.5, -0.9], [0.9, -0.6, -0.4], [0.1, -0.4, -0.5], [-0.1, 0.8, -1.0], [0.2, -0.8, 2.1], [0.0, -0.6, -0.9], [-0.2, -1.3, -1.1], [0.0, 1.7, 1.9]],
  "mulliken_charge": [0.57, -0.02, -0.52, -0.67, -1.55, 0.22, -0.94, -0.74, 0.20, 0.15, -0.01, 0.44, 0.30, 0.33, 0.19, 0.96, 0.33, 0.32, 0.12, 0.26, 0.32, 0.36, 0.33, -0.83, 0.33, 0.32, -0.69, 0.40, 0.35, -0.75, 0.32, 0.37, -0.72, 0.27, 0.31, -0.64, 0.47, 0.39, -0.89, 0.40, 0.41, -0.79, 0.31, 0.30, -0.62, 0.42, 0.26, -0.70, 0.28, 0.26, -0.57, 0.36, 0.28, -0.61, 0.24, 0.46, -0.59, 0.32, 0.31, -0.69]
}